Below is C51H39N8O3V as an isolated structure at a distorted geometry, with properties calculated with the ωB97M-V functional and the def2-TZVPD basis.

Geometry as XYZ:
```
102
C51H39N8O3V, DFT the ωB97M-V functional and the def2-TZVPD basis
V 0.27778 -0.33154 0.21583
O 1.76906 2.61582 -1.85643
O 0.95795 1.03057 -0.51508
O -0.68143 0.33589 -3.15364
N -0.78817 -0.18104 1.95077
N 0.58080 2.73640 1.54143
N -1.42651 -1.06876 -0.51123
N -0.90229 2.50313 -3.82507
N 1.22523 -1.70827 -0.85978
N -2.20991 3.33439 -0.08435
N 1.90612 -0.45528 1.43910
N -1.43573 1.83104 -1.61294
C -2.95211 -1.87405 -2.03341
C 1.83135 0.38951 7.83257
C -1.55180 4.14235 -2.25994
C 3.44404 -0.31476 3.13460
C 6.84357 0.98714 -2.36833
C 1.28583 0.01786 5.12100
C 1.78885 -3.44438 -2.23245
C -3.00727 0.12675 0.90328
C 1.38058 2.22733 -0.77312
C -1.81658 -4.89692 -2.69193
C -5.19956 -0.24072 2.03569
C -1.78333 -5.69290 -4.95855
C 4.13261 -0.34879 1.96456
C -1.60254 -1.94962 -1.54332
C -0.57445 -3.70069 -4.36330
C -0.33937 -0.08549 3.25040
C -5.04819 1.51080 0.40284
C 1.96749 1.15125 5.55712
C 1.40751 3.18981 0.43228
C -2.10774 0.19411 1.98394
C -6.53842 0.05621 2.23354
C 2.94345 -2.80904 -1.87961
C 0.71643 -2.70152 -1.65608
C 3.45443 -0.77292 -0.43191
C -0.98598 1.47399 -2.84534
C 2.05091 -0.33419 2.79422
C -1.00716 -3.82007 -3.04511
C -2.19882 -5.83123 -3.64244
C -1.14024 3.78381 -3.49724
C -7.13760 1.08145 1.51600
C -0.44444 2.15461 -5.15889
C 3.15821 -0.45440 0.91232
C -6.38840 1.80806 0.60351
C -1.40157 0.34798 4.10552
C -2.48643 0.56069 3.31581
C -4.43611 0.48560 1.12035
C 0.88020 -0.92659 6.06048
C 4.63233 -0.21143 -1.09456
C 0.98718 -0.17845 3.67925
C 6.14147 -0.03446 -2.98974
C 1.15594 -0.74455 7.40682
C 5.05026 -0.61553 -2.37170
C -3.59365 -0.95741 -1.27272
C 2.23441 1.33854 6.90460
C -0.62730 -2.80955 -2.02615
C 2.57489 -1.70172 -1.05680
C -1.70825 3.08453 -1.31598
C 6.39427 1.46494 -1.14694
C 5.30123 0.88768 -0.52865
C -0.96558 -4.62998 -5.31451
C -2.64988 -0.51325 -0.28044
H -0.99499 4.51637 -4.28090
H -2.13759 -4.99637 -1.66254
H 3.94679 -3.13862 -2.08690
H 6.88952 2.30748 -0.68181
H 2.03821 0.53423 8.88473
H 0.40862 2.76836 -5.44713
H 0.34664 -1.80610 5.72276
H -8.18451 1.31019 1.66644
H -6.85424 2.60974 0.04475
H 6.43993 -0.37681 -3.97209
H -0.13931 1.11357 -5.12586
H 1.05407 1.99757 2.04955
H 0.41441 3.48865 2.19835
H 0.05259 -2.86129 -4.63613
H -1.31187 0.50331 5.16731
H -2.09560 -6.41073 -5.70559
H -1.24620 2.28334 -5.88795
H -3.33876 -2.44166 -2.86345
H -4.61703 -0.62630 -1.33149
H 5.20030 -0.41076 1.83946
H -2.18309 4.27088 0.27684
H 0.83765 -1.48837 8.12569
H -3.45894 0.91578 3.60879
H -2.81967 -6.67015 -3.35576
H 2.46910 3.29796 0.69387
H 2.27344 1.89889 4.83544
H 1.05380 4.15682 0.07499
H -7.11306 -0.51509 2.95152
H 3.84324 -0.28221 4.13406
H -1.73872 5.17304 -2.00154
H -4.45773 2.08228 -0.30024
H -0.63021 -4.52627 -6.33846
H -4.73817 -1.05260 2.58386
H -2.12159 2.57601 0.57598
H 7.70107 1.43474 -2.85257
H 2.75229 2.23113 7.23078
H 4.49873 -1.37079 -2.90588
H 4.93571 1.31842 0.39121
H 1.68763 -4.32747 -2.84021
```

Its HOMO-LUMO gap (alpha / beta) is 5.32 / 5.43 eV. The multiplicity is 3. The HOMO energy (alpha / beta) is -6.5 / -6.7 eV. The relative energy (zero: lowest compared OMol25 entry of this formula, charge and spin) is 1.8987 eV. Its total energy is -97274.9150 eV.

Results of the Löwdin charge analysis, in e, for atoms 1 through 99:
1 V 1.00
2 O 0.08
3 O -0.17
4 O 0.06
5 N 0.04
6 N 0.04
7 N 0.03
8 N -0.04
9 N 0.04
10 N 0.17
11 N 0.04
12 N 0.20
13 C 0.03
14 C -0.09
15 C -0.01
16 C 0.01
17 C -0.09
18 C -0.21
19 C 0.01
20 C -0.08
21 C -0.57
22 C -0.03
23 C -0.04
24 C -0.09
25 C -0.01
26 C -0.22
27 C -0.03
28 C -0.23
29 C -0.04
30 C -0.04
31 C -0.16
32 C -0.23
33 C -0.08
34 C -0.01
35 C -0.20
36 C -0.02
37 C -0.48
38 C -0.23
39 C -0.20
40 C -0.08
41 C -0.06
42 C -0.09
43 C -0.01
44 C -0.23
45 C -0.08
46 C 0.01
47 C 0.01
48 C -0.20
49 C -0.03
50 C -0.14
51 C -0.08
52 C -0.08
53 C -0.08
54 C -0.02
55 C 0.03
56 C -0.08
57 C -0.06
58 C -0.20
59 C -0.38
60 C -0.08
61 C -0.03
62 C -0.08
63 C -0.24
64 H 0.13
65 H 0.12
66 H 0.11
67 H 0.10
68 H 0.10
69 H 0.10
70 H 0.12
71 H 0.10
72 H 0.10
73 H 0.10
74 H 0.08
75 H 0.05
76 H 0.08
77 H 0.13
78 H 0.11
79 H 0.10
80 H 0.09
81 H 0.12
82 H 0.11
83 H 0.11
84 H 0.11
85 H 0.10
86 H 0.11
87 H 0.10
88 H 0.12
89 H 0.12
90 H 0.12
91 H 0.10
92 H 0.11
93 H 0.10
94 H 0.10
95 H 0.10
96 H 0.12
97 H 0.08
98 H 0.10
99 H 0.10



Below is C51H41F3N5O4P2RbS as an isolated structure at a distorted geometry, with properties calculated with the ωB97M-V functional and the def2-TZVPD basis.

Geometry as XYZ:
```
108
C51H41F3N5O4P2RbS, DFT the ωB97M-V functional and the def2-TZVPD basis
Rb -0.06563 0.16981 0.28176
S -2.30374 -2.78270 -0.14752
P -2.90105 0.70417 2.83810
P -3.24151 1.98098 0.14549
F 1.39481 -0.07780 3.75077
F 0.72666 0.96415 5.51952
F 2.83573 0.89544 5.03064
O -2.21200 1.21738 -0.59247
O 1.44404 3.35600 4.42801
O 1.47684 2.22642 2.44765
O -1.51208 0.52148 2.34399
N -1.92434 -5.28280 0.63389
N 0.14216 2.54970 -2.59680
N 0.59716 -2.88020 1.09342
N 2.57775 -0.90699 0.83456
N -0.15656 -4.01464 1.14163
C -3.23179 -1.96634 3.12705
C -4.29781 3.58435 5.41794
C 0.50167 1.91733 -3.72793
C -1.89462 3.73410 5.29307
C -4.28704 2.54893 4.49573
C -5.71866 4.13898 -2.32122
C 1.59118 0.89232 -3.68615
C -4.42849 -3.12027 4.85937
C 2.63884 -0.97633 -2.68208
C -1.88771 2.70084 4.36402
C 2.50340 -6.45813 4.15966
C -4.73673 3.81565 -1.39076
C 3.31362 -6.13169 3.08083
C -3.09997 4.17117 5.82200
C -0.87206 3.41006 -2.63682
C -4.28688 -0.71364 4.89785
C -3.07442 2.09860 3.97080
C -3.50744 4.34381 1.62294
C 2.68905 -1.86268 1.76299
C 1.67047 -2.95465 1.80153
C 1.16896 -4.49742 3.73126
C -3.55315 -0.74031 3.71285
C -1.22349 3.08854 -4.95576
C -2.63907 3.45860 0.98091
C -1.26276 3.67006 1.04028
C 3.37781 -0.24118 -4.86128
C 3.73228 -1.84378 2.69284
C -0.75339 4.74375 1.75957
C -4.60117 2.50756 -0.93893
C -4.72547 -1.90367 5.46458
C -5.44290 1.52129 -1.44789
C 1.60168 1.01548 4.48512
C -0.17426 2.18850 -4.93103
C 1.97501 -4.16107 2.64617
C 4.53918 0.16384 1.68322
C -1.62086 5.62038 2.39054
C 1.43172 -5.63271 4.48449
C -1.34038 -4.00932 0.56709
C -6.56278 3.15553 -2.80962
C -1.59628 3.72055 -3.77797
C 2.44530 0.78362 -4.79878
C 3.47072 0.07589 0.80299
C 1.48545 2.35148 3.68458
C -2.99838 5.42768 2.31822
C 4.66196 -0.81852 2.64783
C 1.66061 0.03713 -2.56812
C -4.06212 0.99222 1.45567
C 3.45460 -1.14504 -3.80031
C -3.67399 -3.15426 3.69360
C -6.42241 1.84450 -2.37567
C 3.05011 -4.98728 2.33403
H -4.77903 -4.04356 5.30737
H -2.62463 -5.42657 -0.07316
H -5.31319 0.49098 -1.13410
H -5.81638 5.15906 -2.67145
H 0.79344 -5.88223 5.32460
H -4.57972 4.17820 1.58605
H 4.16250 -1.97187 -3.85433
H 0.10988 1.65276 -5.82606
H 2.76455 -1.67494 -1.85245
H -3.41382 -4.09270 3.21476
H 4.03829 -0.33259 -5.71801
H -1.24316 -6.02128 0.74310
H 2.41098 1.51806 -5.60404
H -5.22388 2.09924 4.18092
H -4.98945 1.45189 1.80272
H -4.49380 0.22477 5.39632
H 4.15092 -6.76852 2.81816
H -1.75805 3.28317 -5.88031
H -0.94790 4.17758 5.58077
H 0.33055 -3.85657 3.97557
H -5.28793 -1.88082 6.39075
H 5.23325 0.99224 1.62593
H -1.22412 6.44704 2.96766
H -4.27118 0.01393 1.01301
H 2.70577 -7.34987 4.74299
H -7.32118 3.40666 -3.54198
H -7.06875 1.07104 -2.77101
H -2.42599 4.41791 -3.73960
H 3.79294 -2.60682 3.45561
H -2.63173 -1.99929 2.22076
H 3.67836 -4.72964 1.48829
H -1.12720 3.88750 -1.69076
H 0.31983 4.85568 1.85390
H -0.58054 2.99164 0.54856
H -4.06532 4.58144 -1.02152
H 3.32168 0.82342 0.02754
H -3.67146 6.10622 2.82895
H -3.11643 4.97609 6.54740
H -5.23911 3.93370 5.82751
H -0.95681 2.36241 3.93823
H 5.46372 -0.77920 3.37724
```

Its HOMO-LUMO gap is 4.37 eV. The HOMO energy is -0.9 eV. The relative energy (zero: lowest compared OMol25 entry of this formula, charge and spin) is 0.7524 eV. Its net charge is -2. Its total energy is -107418.1890 eV.

Results of the Löwdin charge analysis, in e, for atoms 1 through 99:
1 Rb 0.76
2 S 0.46
3 P 0.73
4 P 0.70
5 F 0.14
6 F 0.11
7 F 0.11
8 O -0.47
9 O -0.03
10 O -0.01
11 O -0.47
12 N 0.00
13 N 0.13
14 N 0.07
15 N 0.06
16 N -0.04
17 C -0.08
18 C -0.10
19 C -0.23
20 C -0.05
21 C -0.12
22 C -0.09
23 C -0.26
24 C -0.09
25 C -0.18
26 C -0.04
27 C -0.12
28 C -0.08
29 C -0.10
30 C -0.09
31 C -0.16
32 C -0.08
33 C -0.27
34 C -0.11
35 C -0.23
36 C -0.21
37 C -0.03
38 C -0.25
39 C -0.10
40 C -0.29
41 C -0.06
42 C -0.16
43 C -0.03
44 C -0.04
45 C -0.25
46 C -0.10
47 C -0.07
48 C -0.54
49 C -0.04
50 C -0.20
51 C -0.06
52 C -0.08
53 C -0.09
54 C -0.94
55 C -0.10
56 C -0.10
57 C -0.11
58 C -0.14
59 C -0.64
60 C -0.09
61 C -0.08
62 C -0.09
63 C -0.26
64 C -0.15
65 C -0.06
66 C -0.08
67 C -0.04
68 H 0.09
69 H 0.03
70 H 0.11
71 H 0.10
72 H 0.09
73 H 0.11
74 H 0.07
75 H 0.10
76 H 0.06
77 H 0.10
78 H 0.07
79 H 0.06
80 H 0.08
81 H 0.10
82 H 0.07
83 H 0.09
84 H 0.09
85 H 0.09
86 H 0.11
87 H 0.12
88 H 0.09
89 H 0.10
90 H 0.10
91 H 0.07
92 H 0.09
93 H 0.10
94 H 0.10
95 H 0.08
96 H 0.11
97 H 0.02
98 H 0.12
99 H 0.08